A molecular structure, C13H27BBr4F4NO5 in a non-equilibrium geometry. Source: the Open Molecules 2025 dataset; level of theory: the ωB97M-V functional and the def2-TZVPD basis.

Last column: Mulliken charge in e.
Positions of all 55 atoms, in Å:
B: 32.3678 2.8948 22.4799  -0.7317
F: 32.9383 3.5569 21.4011  -0.3496
F: 30.9466 2.8798 22.2102  0.1255
F: 32.8540 1.5902 22.3584  -0.3464
F: 32.6642 3.4647 23.6926  -0.0035
C: 33.4344 7.2079 21.3644  -0.7892
O: 33.7536 6.3263 22.4045  -0.2979
C: 32.5954 5.9228 23.1031  -0.8795
C: 32.9977 5.0825 24.3420  -1.0331
N: 33.0299 5.8438 25.5615  -0.1671
C: 33.3894 5.1390 26.7652  -0.0621
C: 33.1595 6.0277 27.9472  -1.1637
O: 34.2444 6.9050 27.9550  -0.3034
C: 34.0473 8.1175 28.6760  -0.8306
H: 34.3243 7.6146 20.8839  0.2609
H: 32.7948 7.9968 21.7601  0.3191
H: 32.7718 6.7306 20.6425  0.2929
H: 32.0015 5.2493 22.4852  0.2367
H: 32.0879 6.8266 23.4402  0.5236
H: 33.9318 4.5973 24.0591  0.5569
H: 32.4532 4.1791 24.6169  0.5088
H: 33.3214 6.8107 25.5507  0.2770
H: 34.4422 4.8841 26.6430  0.0879
H: 32.7000 4.2967 26.8225  0.6115
H: 33.1616 5.3728 28.8186  0.5089
H: 32.1812 6.4839 28.0984  0.3816
H: 33.2211 8.7198 28.2981  0.3213
H: 34.9670 8.7023 28.6943  0.2454
H: 33.8354 7.8544 29.7124  0.3248
Br: 32.2112 3.2385 27.5001  -0.2396
C: 33.6461 3.1193 26.2004  0.4581
C: 34.1694 1.6258 26.0485  -0.3019
Br: 35.8161 1.6447 25.0156  -0.2023
H: 34.4584 3.8069 26.4361  0.1497
H: 33.4122 3.3352 25.1579  0.0635
H: 33.4659 1.0111 25.4869  -0.1163
H: 34.4895 1.2922 27.0356  0.5266
Br: 28.4381 3.6455 19.1285  -0.2080
C: 28.7261 2.7674 20.8315  -0.3737
C: 29.8786 1.7856 20.6860  0.5834
Br: 29.2825 0.2128 19.6669  -0.2267
H: 27.8437 2.2610 21.2227  0.4320
H: 28.9519 3.5895 21.5107  0.2911
H: 30.2689 1.2661 21.5611  -0.7392
H: 30.7415 2.1378 20.1207  0.3964
C: 31.5429 -0.7843 23.5533  -0.0567
C: 30.8040 0.2691 22.7959  -0.3475
O: 29.8989 -0.4631 22.0150  -0.2492
C: 29.6579 -1.6049 22.5170  0.5850
O: 28.7608 -2.4130 22.1941  -0.6623
O: 30.5230 -1.7527 23.4922  -0.3923
H: 31.6245 -0.4310 24.5812  0.1751
H: 32.5030 -1.0090 23.0886  0.2766
H: 31.5335 0.7666 22.1568  0.3417
H: 30.2720 0.8756 23.5288  0.2116

## Properties
- max |F| (Eh/bohr) = 0.3081
- charge = -1
- HOMO level (eV) = -4.713
- LUMO level (hartree) = 0.0823
- frontier orbital gap (eV) = 6.95